1.
Here is a 6-piece molecular cluster, C31H51N3O11 overall from OMol25. Energies are from ωB97M-V/def2-TZVPD.

HOMO in eV: -8.50
Maximum force in eV Å⁻¹: 6.1
E_tot in a.u.: -2203.54127
SMILES: NC(=O)CCc1cnc2ccccc2n1.CCOC(C)=O.CCOC(C)=O.CCOC(C)=O.CCOC(C)=O.CCOC(C)=O
LUMO level in eV: -0.90

Last column: Mulliken charge in e.
Element x y z (Å)
O 2.7003 2.2167 8.4329  -0.565
H 0.1654 1.0106 8.0702  -0.099
H -10.0691 2.1303 -2.0229  0.317
O 5.0992 3.1383 -6.4779  -0.534
C -6.0422 -1.6485 -0.8307  -0.899
H -4.1988 -3.4687 -1.7813  0.301
H -0.2167 -2.6806 -0.7253  0.224
H -5.3477 -2.0613 -0.1021  0.308
C 1.5220 -3.6492 -0.5304  0.175
C 6.0122 2.4384 -6.8579  0.780
C -8.4705 4.3093 0.8392  -0.885
H 1.6850 1.1415 5.4856  0.282
O -9.6415 2.3407 -0.0448  -0.373
H 0.3192 -1.6218 5.5605  0.362
C 3.1147 -0.9399 -3.4203  0.289
C -3.1910 -1.5922 -1.3641  -0.365
O 6.5406 1.5146 -6.0363  -0.324
H 9.1346 1.4312 -5.4023  0.308
H -3.0155 -2.9994 -2.9889  0.291
H 7.0973 1.7599 -8.6268  0.354
C 2.8225 1.7628 -4.9894  -0.336
C 6.6309 2.6507 -8.2113  -1.060
C 2.2718 -3.2878 -4.7290  -0.271
H -0.6787 0.2345 12.0863  0.345
C 3.4187 1.7905 -3.5392  -0.399
C 2.8573 -3.3011 -3.2871  0.511
H 1.9579 -4.3076 -5.1730  0.257
C 3.5348 0.4463 -2.7811  -0.462
O 1.8018 -2.8444 0.4241  -0.557
H 3.9410 0.4613 -1.7108  0.345
C 7.4851 0.5133 -6.4430  -0.408
H 7.3920 -0.3055 -5.7252  0.320
H -7.2294 2.9230 -1.1987  0.211
H 2.3840 -0.3251 6.2053  0.335
C 8.9012 1.0519 -6.4004  -0.980
H -0.4501 2.2467 9.1951  0.353
C 0.3264 -0.5295 5.5871  -0.172
H 0.0491 2.4707 11.1785  0.361
C 2.9986 -4.7022 -2.5368  -0.741
O -1.6202 -0.0553 2.6575  -0.603
H -7.7595 1.3120 -1.6383  0.228
H -2.1998 -1.1627 -1.5311  0.256
C 2.3849 0.4098 -5.6057  -0.494
H -7.7804 2.6050 -2.8529  0.361
H 4.1061 -5.0318 -2.6368  0.319
N 2.1034 -2.1497 -5.5744  -0.568
H 7.3650 3.4549 -8.1468  0.272
H -0.0681 -0.2435 6.5645  0.011
C 0.2905 -1.4369 2.8295  -0.563
H -2.4716 -3.6265 -1.4172  0.309
H 5.8421 2.9380 -8.9103  0.303
H -0.2151 -2.1222 2.1466  0.154
C -0.7228 -0.4637 3.3629  0.563
H 0.7526 -2.0560 3.5956  0.305
H 9.6182 0.2684 -6.6562  0.361
H 1.9357 0.4648 -6.6676  0.306
C -3.2195 -3.0047 -1.9148  -0.884
H 0.3123 2.7467 7.7085  0.333
H 1.1933 1.8411 12.3426  0.299
H -8.5238 4.7524 -0.1530  0.319
O -0.5736 0.0165 4.6117  -0.362
C -9.3631 3.1133 1.0200  0.730
C -7.9553 2.3716 -1.8002  -0.693
H 0.2465 -3.4085 -2.1185  0.321
H -3.3636 -1.5569 -0.2858  0.393
H -8.7878 5.0858 1.5391  0.305
H 7.2214 0.0986 -7.4189  0.353
H 2.2907 -5.7296 -0.6895  0.321
H 2.4035 -5.5138 -3.1097  0.294
N 3.3089 -2.1216 -2.6244  -0.419
C 1.7199 2.0170 9.1152  0.715
H 0.8536 -0.4828 11.5421  0.295
C 0.3484 1.9950 8.5004  -0.603
H -7.4412 4.0242 1.0604  0.234
H 2.7279 2.7660 -5.5492  0.326
C -9.3790 2.7129 -1.4075  -0.505
O -9.7660 2.8025 2.1197  -0.577
H -6.8297 -1.1539 -0.2573  0.284
H -9.6241 3.7638 -1.5812  0.366
H -0.3196 0.0673 10.3589  0.234
H 3.6387 -4.4351 -0.4040  0.287
C -5.4235 -0.6393 -1.7569  0.686
C 2.6730 -4.6686 -0.9622  -0.342
O -4.1187 -0.7482 -2.0627  -0.387
H 9.0360 1.8838 -7.0947  0.270
H -6.4794 -2.4550 -1.4211  0.258
C 1.7174 0.0506 5.4255  -0.891
C 2.5264 -0.9800 -4.8518  0.639
O -6.1026 0.2164 -2.2828  -0.572
N 0.1729 -3.5722 -1.1009  -0.395
H 1.0605 -0.8897 2.2846  0.235
H 2.1466 -0.2001 4.4534  0.326
O 1.8539 1.7274 10.4227  -0.360
C 0.1127 0.2939 11.3356  -0.921
C 0.7633 1.6627 11.3539  -0.372
H 3.7698 2.7276 -2.9944  0.340

Cartesian forces (eV/Å) of the 6 atoms listed first:
-0.553 -0.193 0.786
-0.001 0.092 0.097
-0.048 -0.018 0.313
0.680 -0.606 -0.010
-0.022 0.114 0.683
0.072 0.009 0.088

2.
Here is one molecule with the formula C31H51NO9 from OMol25. Energies are from ωB97M-V/def2-TZVPD.

HOMO in eV: -9.02
Maximum force in eV Å⁻¹: 1.2
E_tot in a.u.: -1943.72983
Energy above the lowest of the compared OMol25 structures with the same formula, charge and spin in eV: 0.000
LUMO level in eV: 0.11

Last column: natural (NBO) charge in e.
Element x y z (Å)
H -1.7260 2.3673 2.7729  0.218
H -3.6878 -3.8626 1.3520  0.196
H -2.8268 -1.2854 -3.5466  0.483
H -0.4012 4.0880 1.0901  0.095
C -2.6122 1.9801 -0.7439  -0.404
C 1.6530 0.6576 -0.4778  0.373
H -1.5635 -3.9754 -0.7392  0.207
H 0.6699 -0.9188 -2.7865  0.258
C -0.6038 -1.6695 1.6708  0.074
C -4.8077 2.3894 0.4118  -0.597
C -1.1780 0.3827 3.0922  -0.090
O -1.3834 5.5453 0.1130  -0.527
O -2.5057 -0.4670 -3.1486  -0.734
H 4.2725 1.7562 1.1100  0.208
C -0.6246 3.5581 -1.0106  -0.527
H -3.2705 -1.6030 3.1755  0.249
C -1.5741 -2.9733 -0.2877  0.099
H 1.0369 -3.7378 1.8451  0.223
H -2.1291 -2.8733 3.6790  0.218
H 5.6984 1.1271 -0.9760  0.203
H -0.0940 1.9224 -5.0111  0.206
H -3.0253 2.6703 -1.4815  0.213
H 3.3118 -1.1133 0.6840  0.205
H 3.5521 1.2016 -1.3019  0.160
H 1.1310 2.4599 2.9645  0.212
H 6.5137 0.8355 0.5780  0.170
C -0.3965 1.1068 -1.6265  0.165
C -1.0863 2.1298 -0.6977  -0.264
H 4.2886 0.4757 2.3430  0.216
C 2.1815 2.2433 2.7941  -0.615
O 1.6374 1.5738 0.5936  -0.557
C 3.0865 0.2928 -0.8930  0.103
H -5.0342 3.1983 -0.2778  0.213
H -3.3488 -2.2118 -1.1986  0.215
C -0.8083 1.1941 -3.1139  -0.264
H -0.2221 -0.9491 0.9515  0.186
H -5.2965 2.5953 1.3616  0.210
H -2.9017 3.1982 1.0163  0.207
H -5.2055 1.4598 0.0130  0.224
C 3.7894 0.8360 1.4427  -0.451
H -3.0813 -1.6077 0.4342  0.238
C -3.0245 -2.4943 -0.1952  -0.434
H 5.9903 -1.3058 1.7900  0.165
C 0.5099 -3.7267 0.8942  -0.610
C 6.1377 0.3628 -0.3400  -0.418
O -1.4832 -3.3082 -2.9408  -0.623
C -0.8946 -2.3667 -2.4697  0.837
C -1.9155 1.3330 2.5182  -0.329
H 5.0081 -2.5056 0.9187  0.204
H -3.9242 -4.4570 -0.2945  0.205
O 3.0165 -0.7058 -1.8782  -0.732
H -0.6876 0.1194 -1.2485  0.203
H -1.7094 1.8072 -3.1856  0.220
C -3.9568 -3.5734 0.3395  -0.605
C -2.9967 1.1058 1.5424  0.579
H -2.3403 -1.4322 4.6744  0.216
H -0.4017 0.6727 3.7912  0.216
C -0.8499 -3.0392 1.0627  -0.254
O -0.8279 -2.1083 -1.1651  -0.537
H -1.4636 -3.6390 1.7378  0.220
H 0.4562 3.5078 -1.1775  0.256
H 0.5571 2.7877 -3.6156  0.216
H 2.6649 3.1472 2.4334  0.213
N 5.1691 -0.6854 -0.0813  -0.461
H 1.8415 0.2128 2.1284  0.178
H -2.8735 0.9684 -1.0622  0.241
O 1.0212 1.2268 -1.5621  -0.558
H -4.9758 -3.1972 0.3564  0.218
C -0.8342 4.4782 0.1453  0.451
H 6.9841 -0.0771 -0.8679  0.204
C 2.3210 1.1351 1.7577  0.105
H 3.8903 -1.1238 -1.8976  0.490
C 3.8512 -0.2218 0.3357  -0.077
H -1.1119 3.9539 -1.9023  0.219
H 1.1502 -0.2826 -0.1768  0.144
H 1.1605 1.1832 -4.0047  0.221
C -2.3143 -1.8034 3.6518  -0.636
H 0.3782 -4.7496 0.5492  0.213
H -0.7303 1.8893 0.3107  0.231
H 6.6266 -2.0972 0.3358  0.202
C -1.2124 -0.1900 -3.6569  0.137
C 0.2755 1.8111 -3.9942  -0.607
C -0.1956 -1.3181 -3.3118  -0.563
C -3.2966 2.2649 0.6048  -0.307
H 0.1378 -1.8058 -4.2276  0.238
O -3.6055 0.0591 1.4809  -0.569
C 5.7249 -1.6953 0.7968  -0.405
H 2.6406 1.9381 3.7300  0.213
H 1.1128 -3.1875 0.1659  0.211
C -1.2206 -1.0967 2.8819  0.183
O 0.0733 -1.6593 2.9050  -0.508
H -1.2805 -0.1082 -4.7526  0.169

Cartesian forces (eV/Å) of the 6 atoms listed first:
0.101 0.087 0.015
-0.028 -0.093 0.161
-0.007 0.014 0.030
-0.003 0.042 0.147
0.221 0.016 0.181
0.363 -0.566 -0.094

3.
Here is C31H52As2N6PPbSbSe3Te as an isolated structure from OMol25. Energies are from ωB97M-V/def2-TZVPD.

HOMO in eV: -12.52
Maximum force in eV Å⁻¹: 0.5
Total charge: +2
E_tot in a.u.: -14258.84302
LUMO level in eV: -5.93

Last column: Mulliken charge in e.
Element x y z (Å)
H 4.6131 -1.0451 -2.8174  0.520
C -2.5597 4.4364 3.4629  -1.377
H 0.1957 4.4073 3.6305  0.494
Pb -0.3328 0.1308 -0.0490  1.688
H -1.7899 0.2086 4.7818  0.140
N 0.5712 2.4912 -0.2300  0.833
H -3.3383 -3.6477 -0.6193  0.496
H -0.9864 3.6049 -1.2164  0.364
H 1.9166 -4.9530 2.0526  0.371
H 0.6816 5.7402 -0.7328  0.496
C -1.0317 -5.2009 -0.9950  -0.577
H 4.2968 -3.4131 -0.8619  0.387
H -0.3823 2.8729 4.2776  0.240
H -2.5333 -4.8811 1.6322  0.410
H -5.9305 3.1350 0.5472  0.484
H 5.8967 1.5613 -1.2727  0.322
H 1.8646 -1.2371 -2.7610  0.182
H -2.0938 5.3689 3.8011  0.500
H 3.9033 4.8672 0.0035  0.333
C -0.3091 -4.2038 -0.3400  0.271
C -0.0229 3.6237 -0.7244  -0.796
C 1.0781 -4.1048 -0.5595  -0.078
As -1.3016 -2.8792 0.7118  0.755
Te -1.4312 -0.7316 -4.9193  0.201
H 1.3989 -6.5112 -2.9474  0.411
C -2.9096 -2.6792 -0.3752  -0.920
C 3.8918 -0.5939 -2.1520  -0.710
H -3.4982 3.0206 -0.0602  0.382
H 3.2683 4.7597 1.6548  0.349
H 4.1957 1.8194 3.7754  0.349
H -4.7424 -0.5506 4.2388  0.504
P 3.0778 1.7891 0.9089  -0.729
H 3.9062 -4.7870 0.2005  0.496
H -1.3749 4.1925 1.6834  0.407
H 2.7193 -4.8356 -1.7418  0.367
C 3.9491 -3.7006 0.1298  -1.611
H 4.6589 -3.3263 0.8655  0.410
H 4.0841 0.4433 4.8748  0.357
H 0.4886 2.8986 2.7436  0.080
Sb -2.3244 1.7211 1.9402  -0.183
H 2.8087 -3.6592 2.8809  0.499
N 0.9540 0.2319 1.9855  1.454
C 1.7681 -0.3752 3.9621  -0.984
C -4.1759 -0.2141 3.3641  -1.669
H 4.7961 0.2302 3.2715  0.326
C 3.0261 5.0163 0.6284  -0.874
C 0.7905 4.6941 -0.4903  -0.691
As 2.1991 -2.9178 0.5319  1.201
H -4.8680 0.3048 0.3834  0.049
C -3.4535 1.0952 3.6810  0.352
H -2.0771 1.9117 5.1762  0.254
H -2.6753 -2.1565 -1.3042  0.126
C -0.2395 3.4397 3.3529  -1.279
H -2.8623 3.8832 4.3572  0.184
C 1.9636 -3.8786 2.2298  -1.078
N 2.0618 0.0925 -1.0803  0.851
Se -1.6386 1.1995 -3.2282  0.006
H -4.1837 1.8919 3.8329  0.619
H -1.0007 -6.8290 -2.3935  0.410
H -1.3300 -4.3429 2.8158  0.358
N 4.2578 0.2308 -1.1215  0.361
H -3.6444 -2.1021 0.1862  0.219
C 1.6652 -4.9307 -1.5189  -0.466
H 2.7413 6.0618 0.5898  0.345
Se -3.5911 -0.0195 -3.7617  -0.127
H -2.8494 -3.4459 2.6271  0.397
C 5.6366 0.6181 -0.7990  -0.868
C -2.0797 -4.0109 2.1039  -1.266
H -0.2314 -1.0111 3.2746  0.505
C -4.3426 1.0479 -0.2251  -0.772
N 2.6879 0.4114 3.3177  0.261
Se -0.5475 -2.5386 -3.6905  -0.168
C 2.5269 -0.6730 -2.1167  -0.680
C -0.4231 -6.0509 -1.9068  -0.963
H -5.0223 1.3360 -1.0355  0.581
C 0.9222 -5.8859 -2.2008  -0.872
N 1.8957 4.2038 0.1531  0.273
C -3.9513 2.2770 0.6048  0.374
H 1.0538 -3.5539 2.7291  0.108
H -3.1748 0.6734 5.7758  0.475
C -5.1705 2.8853 1.2954  -1.423
H -3.4666 -1.0085 3.1045  0.267
H -4.9367 3.7988 1.8378  0.250
H 6.3116 -0.1514 -1.1582  0.353
C -2.5652 0.9711 4.9161  -1.268
H -5.6263 2.1799 1.9964  0.258
H 5.7601 0.7121 0.2760  0.318
H -3.4578 4.7072 2.9117  0.308
H -3.4784 0.5510 -0.6782  -0.212
C 3.1188 0.6253 -0.4917  -0.455
C 1.7308 2.8613 0.2996  -0.441
H 1.9446 -0.7892 4.9435  0.577
C 4.0238 0.7497 3.8346  -0.883
H -4.8833 -0.1078 2.5383  0.249
C 0.6970 -0.4788 3.1286  -0.798
C -1.5662 3.6504 2.6101  0.510
H -2.0895 -5.3282 -0.7959  0.258
C 2.1655 0.7612 2.1118  -0.313

Cartesian forces (eV/Å) of the 6 atoms listed first:
-0.047 0.084 0.113
0.089 0.012 0.043
-0.044 -0.084 -0.023
0.141 -0.187 -0.311
-0.069 0.071 0.015
-0.106 0.120 0.109

4.
Here is a 9-piece molecular cluster, C31H52Br16ClFO2 overall from OMol25. Energies are from ωB97M-V/def2-TZVPD.

HOMO in eV: -9.67
Maximum force in eV Å⁻¹: 3.9
E_tot in a.u.: -43107.04319
SMILES: CCCC1=CC(=O)C([C@@H](F)CC)=C([C@@H](Cl)CC)C1=O.BrCCBr.BrCCBr.BrCCBr.BrCCBr.BrCCBr.BrCCBr.BrCCBr.BrCCBr
LUMO level in eV: -1.07

Last column: Mulliken charge in e.
Element x y z (Å)
H 5.2843 -0.1956 7.0368  0.371
C 3.0523 -3.6434 2.2113  -0.275
H -9.8800 1.8670 -0.6887  0.357
C 2.7590 -2.6874 10.4219  -0.100
C -3.8927 -0.5562 -0.9245  -1.146
H 2.7613 -4.0100 -2.0888  -0.006
H -4.3800 -5.0300 -1.1368  0.352
Br -4.9035 -7.4646 -1.2921  -0.166
H 5.5304 -2.6107 7.2622  0.354
C -5.3646 3.4931 -4.1656  -0.346
C 6.1536 1.6442 -0.0563  -0.580
C -10.6459 2.4182 -1.2331  -0.550
H 1.7964 3.7533 -2.6764  0.238
H 4.7893 3.2846 -0.3209  0.056
H 4.0307 1.6937 -0.5547  -0.059
H -2.0114 0.8199 -1.8667  -0.204
C 3.7699 -1.9652 -1.6899  -0.276
Br 3.3191 -3.4563 6.5588  -0.106
H 4.0658 7.4591 -1.6475  0.363
H -4.3533 3.3665 -3.7813  0.071
H 2.4826 -0.1156 -1.2703  -0.288
C 0.3167 -2.9720 -2.8142  -0.401
H 3.2082 -0.6519 10.9507  0.333
C 4.8360 -2.2318 6.5108  -0.569
Br 1.2419 -3.9095 10.4648  -0.111
Br 5.4801 6.0664 -0.1792  -0.130
H -11.5933 1.8822 -1.1626  0.339
C -6.3585 2.5384 -3.5543  -0.465
H -0.1680 1.7342 -1.2518  0.397
H 3.7306 -0.7628 7.6886  -0.217
H -3.4511 -1.4526 -0.3834  0.309
H 2.2588 -5.6026 1.8188  0.375
H 3.9743 -5.6200 2.2825  0.367
H -3.6027 -1.6328 -2.8741  0.218
H -11.3604 4.4671 -1.4588  0.363
H -2.8084 -6.6884 -3.2159  0.432
C 1.5315 -0.9096 -3.7970  -0.166
Br 6.2115 -0.2745 -0.3937  -0.121
Br 5.1832 2.4806 -2.6218  -0.115
C 1.5577 -2.3279 -3.0556  0.530
Br 3.5141 0.0164 5.3300  -0.109
H 2.5701 -3.6107 3.1896  0.347
O -1.7905 -2.8551 -4.0072  -0.629
H 1.8745 2.9971 -0.9371  0.106
H -5.3516 3.3909 -5.2514  0.396
C 2.3369 -1.2774 10.7514  -0.639
H -5.0291 -0.6381 -0.8044  0.314
C -10.8046 3.8416 -0.7613  -0.582
C -4.3202 -5.7314 -1.9682  -0.610
Br 3.6793 -5.1382 -0.1478  -0.083
H 6.1060 1.7417 1.0291  0.377
C 0.5681 1.5802 -3.4413  -0.129
H -4.4656 -0.0106 -2.9917  -0.171
H 1.6531 -1.2187 11.5973  0.413
H 0.6769 4.4194 -1.3189  0.314
C 0.1123 2.3782 -2.1437  -0.467
H -3.5703 0.4048 -0.4152  0.297
Br -5.8701 5.3473 -3.8362  -0.159
H 1.8465 -1.6387 -0.4584  0.233
H 3.3039 5.8750 -1.3849  0.024
O 2.4374 -0.5145 -4.5429  -0.575
C -0.9868 -0.5872 -3.2257  0.734
H -5.0588 -5.4578 -2.7225  0.391
C 2.9444 7.3490 0.1835  -0.576
F -2.6312 1.2617 -3.8064  -0.336
H 4.4339 -2.5955 -1.0043  0.279
Cl -0.0250 2.3459 -5.0288  -0.190
H 3.3417 -0.7726 0.2143  0.334
H 2.1174 7.9097 -0.2541  0.336
C 4.4131 -0.8221 6.8407  -0.026
C 2.8001 -1.0865 -0.7476  -0.416
Br -10.1635 2.3462 -3.1206  -0.127
H -0.8117 2.9917 -2.4478  0.218
C 3.7888 6.7195 -0.8953  -0.255
H 7.0962 2.0587 -0.4119  0.443
H 3.2139 -2.7819 9.4362  -0.146
H 1.7081 1.7154 -3.4980  0.425
Br -9.0741 4.6955 -0.4870  -0.118
C -3.5803 -0.5638 -2.5145  0.168
Br -6.1157 2.4037 -1.6248  -0.132
H 0.2233 -3.9796 -2.3090  0.008
Br 1.4424 -0.4341 9.2383  -0.122
C -0.9506 -2.1773 -3.3927  0.048
Br 4.7857 -2.7917 2.4714  -0.104
H 4.4023 -1.2575 -2.3260  0.400
H 3.5100 8.0023 0.8466  0.405
H 3.4507 -3.0671 11.1751  0.358
C -2.2592 0.2604 -2.8381  0.934
C -2.9446 -5.8155 -2.5790  -0.318
C 1.2160 3.4966 -1.7213  -0.816
C 2.9429 -2.9998 -2.6034  -0.624
H 3.6119 -3.2259 -3.5082  0.213
H -11.2925 3.8707 0.2137  0.331
C 3.2065 -5.0679 1.7421  -0.607
Br -1.5628 -5.8946 -1.2049  -0.117
Br 2.1021 5.9944 1.3044  -0.150
H -2.7226 -4.9138 -3.1527  0.080
H 2.4935 -3.0183 1.5152  0.087
C 4.9426 2.2727 -0.6984  0.005
C 0.2718 0.0323 -3.4646  -0.037
H 5.2882 -2.3262 5.5240  0.303
H -6.2015 1.5270 -3.9319  0.336
H -7.3951 2.8268 -3.7237  0.281

Cartesian forces (eV/Å) of the 6 atoms listed first:
-0.022 -0.119 -0.034
0.066 0.059 0.323
-0.050 0.165 -0.051
-0.057 -0.217 0.237
-0.680 -0.412 -0.418
-0.126 1.922 -0.807

Number 1: orbital gap 7.59 eV. Number 2: orbital gap 9.13 eV. Number 3: orbital gap 6.59 eV. Number 4: orbital gap 8.60 eV.